The following is a DFT calculation (ωB97M-V/def2-TZVPD) of 8 unconnected molecules or ions with the total composition H16O8.

Atoms and positions in Å:
1 O 2.15005 -1.46420 -1.96303
2 H 1.38538 -1.11699 -2.43526
3 H 2.03779 -2.39945 -2.02641
4 O -1.60728 1.85643 0.24500
5 H -0.93650 2.53004 0.05955
6 H -2.38889 2.31578 0.45148
7 O -0.00875 0.06810 -1.32985
8 H -0.69987 0.52164 -0.80276
9 H 0.52317 0.84343 -1.64613
10 O -3.64437 -0.50407 1.24447
11 H -3.95834 0.34372 0.86653
12 H -2.71887 -0.64956 1.06449
13 O 1.68327 2.09779 -1.48732
14 H 1.75916 1.89323 -0.58452
15 H 2.50601 1.79701 -1.87277
16 O 0.29837 -0.14036 2.52127
17 H -0.02465 -0.72301 1.82188
18 H 0.57765 -0.68477 3.25089
19 O 2.26100 -0.49569 0.73339
20 H 1.90541 -0.46722 -0.16574
21 H 1.60338 0.02325 1.23304
22 O -1.03772 -1.67214 0.60793
23 H -0.70630 -1.32136 -0.20620
24 H -0.95912 -2.65157 0.42009

Properties
Total charge: 0
E_tot (Ha): -611.506574
Highest occupied orbital energy (eV): -10.382
Energy above the lowest of the compared OMol25 structures with the same formula, charge and spin (kcal per mole): 47.7
Molar mass (g/mol): 144.1
SMILES string: O.O.O.O.O.O.O.O

***

The following is a DFT calculation (ωB97M-V/def2-TZVPD) of a molecular structure, C23H16BrCl7N2O2W.

Atoms and positions in Å:
1 W -0.50123 -1.64331 1.48913
2 O -1.72203 -4.26148 -2.04222
3 C -0.67091 -3.86022 -2.82017
4 C -0.39500 -4.62835 -3.93426
5 C 0.65331 -4.29261 -4.77200
6 C 1.44533 -3.18484 -4.50674
7 C 1.16818 -2.41530 -3.39853
8 C 0.10129 -2.73201 -2.55510
9 C -0.24657 -1.89990 -1.35875
10 O -0.10976 -2.62570 -0.15186
11 N 0.65193 -0.76572 -1.16822
12 N 0.55168 -0.27579 0.11484
13 C 1.15061 0.82572 0.38020
14 C 1.24408 1.42308 1.67742
15 Br 0.77077 0.22952 3.10293
16 C 1.71772 2.62778 2.01165
17 C 2.05407 3.69435 1.08723
18 C 3.04502 4.60234 1.47259
19 C 3.44458 5.60685 0.61134
20 C 2.84314 5.73192 -0.63415
21 C 1.82846 4.85968 -1.01311
22 C 1.43430 3.84551 -0.15859
23 H -1.76512 -3.78116 -1.21151
24 H -1.02135 -5.49205 -4.12250
25 H 0.85924 -4.90367 -5.64116
26 H 2.27453 -2.92968 -5.15246
27 H 1.79500 -1.55553 -3.18971
28 H -1.27726 -1.54595 -1.44519
29 H 0.65867 -0.05603 -1.88909
30 H 1.66797 1.34510 -0.42418
31 H 1.88508 2.82913 3.06726
32 H 3.51239 4.50501 2.44651
33 H 4.21708 6.30119 0.91288
34 H 3.15055 6.52367 -1.30632
35 H 1.33404 4.98400 -1.96818
36 H 0.59259 3.21289 -0.42879
37 Cl 1.72594 -2.75553 1.92064
38 C 0.16731 -3.54441 2.24397
39 Cl -2.60953 -2.72149 1.03068
40 H 0.08751 -3.77545 3.29859
41 H 0.03119 -4.40826 1.60939
42 Cl -2.30370 1.05237 -0.57962
43 C -2.79226 0.76831 1.03220
44 C -2.11683 -0.22045 1.81597
45 C -2.61743 -0.45025 3.11561
46 Cl -1.75143 -1.72791 3.91485
47 C -3.64651 0.20784 3.69081
48 Cl -4.15433 -0.12726 5.26047
49 C -4.29234 1.21631 2.88083
50 Cl -5.56714 2.05883 3.51759
51 C -3.85230 1.47959 1.54517
52 Cl -4.65055 2.64932 0.62170

Properties
Multiplicity: 3
Total charge: +2
E_tot (Ha): -7007.816665
Highest occupied orbital energy (alpha / beta) (eV): -12.927 / -12.924
Energy above the lowest of the compared OMol25 structures with the same formula, charge and spin (kcal per mole): 23.3
Molar mass (g/mol): 864.3

***

The following is a DFT calculation (ωB97M-V/def2-TZVPD) of a molecular structure, C28H51BBr2ClFKLiMgN3O13P.

Atoms and positions in Å:
1 C 3.36166 2.46292 1.00087
2 C 2.93581 1.25470 0.02845
3 C 2.22257 1.78369 -1.34110
4 C 2.08409 0.50663 -2.31262
5 C 0.68832 0.36558 -3.03233
6 C -0.50097 0.36097 -1.99836
7 N -0.87644 -1.02044 -1.49115
8 C -0.16490 -1.46977 -0.19619
9 C -0.28924 -3.13827 -0.23021
10 C 0.16646 -3.81808 1.17278
11 C 0.81822 -2.78756 2.21406
12 O 1.95046 -2.24444 2.01567
13 Cl -0.09518 -2.35642 3.76131
14 O -1.56868 -3.58334 -0.74603
15 C -2.63399 -2.61803 -0.62615
16 Br -3.13284 -2.59359 1.32612
17 B -3.92929 -3.31910 -1.39614
18 O -4.08186 -3.31452 -2.83871
19 N -5.05136 -3.97949 -0.61622
20 C -4.55884 -5.41259 -0.47053
21 C -6.28206 -4.10733 -1.48978
22 C -2.34215 -1.16926 -1.23676
23 C -3.01487 0.04090 -0.42295
24 C -4.63675 -0.04093 -0.40805
25 C -5.50575 -0.22022 -1.68292
26 C -7.04152 -0.32642 -1.48997
27 C -7.69269 -0.27587 -0.05964
28 C -6.83497 -0.07500 1.22519
29 C -5.29176 0.03485 1.02076
30 H 3.82130 2.11925 1.99683
31 H 4.15195 3.09163 0.46236
32 H 2.46151 3.14912 1.22437
33 H 3.81009 0.54345 -0.23121
34 H 2.16308 0.61734 0.59923
35 H 2.94387 2.57993 -1.76950
36 H 1.24062 2.31419 -1.10305
37 H 2.36699 -0.47772 -1.79412
38 H 2.86513 0.63923 -3.14654
39 H 0.72333 -0.60389 -3.67285
40 H 0.60085 1.21814 -3.80844
41 H -1.41394 0.75265 -2.56874
42 H -0.28779 1.02686 -1.08954
43 H -0.62947 -1.70642 -2.26139
44 H 0.94304 -1.21155 -0.29666
45 H -0.67610 -1.03216 0.72458
46 H 0.51883 -3.55167 -1.00044
47 H 0.87029 -4.71377 0.97711
48 H -0.77368 -4.26924 1.67715
49 H -3.46486 -3.96502 -3.24708
50 H -4.21538 -5.83142 -1.49584
51 H -3.64578 -5.46889 0.21732
52 H -5.44052 -6.05402 -0.12652
53 H -6.10540 -4.97379 -2.23728
54 H -6.56272 -3.13555 -2.01716
55 H -7.17619 -4.42979 -0.82948
56 H -2.84538 -1.15894 -2.28151
57 H -2.60081 0.12404 0.65515
58 H -2.80050 1.08056 -0.88726
59 H -4.96433 -0.28134 -2.69402
60 H -7.71131 -0.48239 -2.40542
61 H -8.82454 -0.38272 0.09956
62 H -7.24101 -0.04258 2.28699
63 H -4.59868 0.16267 1.93430
64 O 0.59249 -3.10936 -3.69087
65 H 1.19872 -3.84416 -3.66722
66 Li 2.07782 -0.69389 3.26482
67 Br 4.48151 -2.36139 -2.73806
68 C 0.43201 4.97841 1.72545
69 C -0.45230 4.69870 2.89502
70 O -0.92107 3.38653 2.63661
71 C 0.06655 2.78826 1.91887
72 O 0.14960 1.59448 1.74890
73 O 0.94925 3.68541 1.42304
74 F -1.51317 5.53895 2.91689
75 H -0.11618 5.36061 0.86098
76 H 1.23324 5.67639 1.96626
77 H 0.05801 4.72272 3.86283
78 C 2.36872 4.74913 -1.49993
79 O 1.69616 5.52132 -0.64708
80 H 2.98134 5.26131 -2.27274
81 H 3.11899 4.04947 -1.06802
82 H 1.77339 4.05328 -2.13214
83 N 7.20202 -2.08656 -0.65777
84 H 7.87510 -2.83304 -0.85195
85 H 7.48011 -1.23674 -1.15726
86 H 6.26480 -2.37744 -0.97574
87 H 7.18003 -1.89964 0.34820
88 Mg 1.16792 -5.71968 2.31622
89 O 5.61194 -9.50735 3.14208
90 P 4.09918 -9.74424 3.17369
91 O 3.39440 -8.74151 2.25516
92 O 3.59097 -9.56315 4.60785
93 O 3.80212 -11.16817 2.69386
94 K 2.99083 -4.13524 -1.34662
95 C 3.71641 9.40545 2.82754
96 C 2.86010 8.48965 1.99217
97 O 1.99394 7.79879 2.49676
98 C 3.11503 8.45975 0.50927
99 H 3.42036 9.32228 3.87596
100 H 4.76610 9.11817 2.73637
101 H 3.57783 10.43972 2.50568
102 H 4.13812 8.13031 0.31492
103 H 2.94941 9.45258 0.08386
104 H 2.42419 7.75420 0.03587

Properties
Total charge: 0
E_tot (Ha): -9121.143181
Highest occupied orbital energy (eV): -5.674
Energy above the lowest of the compared OMol25 structures with the same formula, charge and spin (kcal per mole): 224.2
Molar mass (g/mol): 964.1

***

The following is a DFT calculation (ωB97M-V/def2-TZVPD) of a single C19H23NO3 molecule.

Atoms and positions in Å:
1 C -0.24114 3.16167 0.74847
2 C 1.11548 2.50415 0.97016
3 C 2.07871 2.79510 -0.18027
4 C 3.38241 1.99763 -0.09031
5 C 3.16539 0.53654 -0.47505
6 C 4.40814 -0.32980 -0.28692
7 C 4.17657 -1.79570 -0.67416
8 O 3.28764 -2.45599 0.20957
9 C 1.94433 -2.26675 0.09935
10 C 1.26486 -1.97616 -1.08166
11 C -0.10111 -1.76735 -1.07162
12 C -0.80605 -1.86056 0.11693
13 O -2.18122 -1.64182 0.17483
14 C -2.68393 -0.50936 -0.34655
15 O -2.02448 0.36347 -0.85133
16 C -4.15991 -0.45781 -0.20583
17 C -4.91478 -1.53701 0.24807
18 C -6.28768 -1.38995 0.33991
19 C -6.84813 -0.17369 -0.02642
20 N -6.13858 0.85664 -0.45710
21 C -4.83110 0.71872 -0.54429
22 C -0.15332 -2.21297 1.29049
23 C 1.20932 -2.41877 1.27794
24 H -0.88065 3.01918 1.61693
25 H -0.73589 2.71924 -0.11300
26 H -0.12806 4.23020 0.57640
27 H 0.96530 1.42755 1.06828
28 H 1.55385 2.86534 1.90410
29 H 1.58401 2.56328 -1.12594
30 H 2.30861 3.86327 -0.18090
31 H 3.77426 2.05598 0.92780
32 H 4.12656 2.43893 -0.75779
33 H 2.35942 0.13528 0.13819
34 H 2.84467 0.49106 -1.51862
35 H 4.72053 -0.29451 0.75880
36 H 5.22703 0.05534 -0.89849
37 H 3.84085 -1.86685 -1.71363
38 H 5.11352 -2.35183 -0.57771
39 H 1.79174 -1.89122 -2.01845
40 H -0.61512 -1.51985 -1.98703
41 H -4.43054 -2.46383 0.51648
42 H -6.91073 -2.20030 0.68517
43 H -7.91708 -0.01297 0.02488
44 H -4.27335 1.57567 -0.89734
45 H -0.71774 -2.30311 2.20544
46 H 1.73741 -2.67612 2.18225

Properties
Total charge: 0
E_tot (Ha): -1018.284049
Highest occupied orbital energy (eV): -8.441
Energy above the lowest of the compared OMol25 structures with the same formula, charge and spin (kcal per mole): 26.0
Molar mass (g/mol): 313.4
SMILES string: CCCCCCCOc1ccc(OC(=O)c2cccnc2)cc1

***

The following is a DFT calculation (ωB97M-V/def2-TZVPD) of a single C12H14O molecule.

Atoms and positions in Å:
1 O 0.15900 -1.89459 3.14332
2 C -0.21008 -1.43745 2.05141
3 C -0.66779 -2.27657 1.01700
4 C -1.01451 -1.73757 -0.19501
5 C -0.93246 -0.29409 -0.57698
6 C -1.08481 0.58833 0.73845
7 C -0.13103 0.07098 1.83275
8 C -1.96458 0.03788 -1.68115
9 C -1.13177 0.55996 -2.85706
10 C -0.32981 -0.61926 -3.40683
11 C 0.60084 -0.91976 -2.43557
12 C 0.36082 0.06817 -1.32356
13 C -0.06051 1.29096 -2.10271
14 H -0.67801 -3.34289 1.22470
15 H -1.24459 -2.44377 -0.97228
16 H -0.86370 1.62598 0.52679
17 H -2.07600 0.50354 1.16096
18 H -0.37136 0.56187 2.76757
19 H 0.94130 0.25530 1.59152
20 H -2.67049 0.81789 -1.32499
21 H -2.50102 -0.86925 -2.02686
22 H -1.71093 1.10366 -3.63131
23 H -0.40264 -1.06209 -4.40936
24 H 1.42471 -1.58187 -2.52051
25 H 1.25443 0.18072 -0.68827
26 H 0.67016 1.65881 -2.81904
27 H -0.35828 2.17099 -1.49087

Properties
Total charge: 0
E_tot (Ha): -540.843149
Highest occupied orbital energy (eV): -9.268
Energy above the lowest of the compared OMol25 structures with the same formula, charge and spin (kcal per mole): 4.0
Molar mass (g/mol): 174.2
SMILES string: O=C1C=C[C@]2(CC1)C[C@@H]1C=C[C@H]2C1

***

F_max (computed, eV Å⁻¹): 2.41, 2.17, 4.92, 0.64, 3.61